2 unconnected molecules or ions with the total composition C20H25F3N, computed with ωB97M-V/def2-TZVPD.

Cartesian coordinates (Å):
1 F -3.515 3.476 -0.560
2 C -2.389 4.256 -0.625
3 F -2.187 4.539 -1.946
4 F -2.698 5.442 -0.008
5 C -1.212 3.577 0.009
6 C 0.006 3.514 -0.664
7 C 1.043 2.786 -0.117
8 C 0.902 2.099 1.122
9 C 1.969 1.256 1.562
10 C 2.030 0.716 2.901
11 C 3.231 0.788 3.666
12 C 3.316 0.191 4.919
13 C 2.203 -0.468 5.466
14 C 1.002 -0.518 4.746
15 C 0.913 0.053 3.478
16 C -0.299 2.343 1.854
17 C -1.362 3.013 1.273
18 H 0.126 4.015 -1.620
19 H 2.001 2.737 -0.641
20 H 2.901 1.352 1.004
21 H 4.084 1.342 3.257
22 H 4.254 0.237 5.478
23 H 2.278 -0.943 6.445
24 H 0.125 -1.006 5.174
25 H -0.028 0.010 2.924
26 H -0.397 2.010 2.889
27 H -2.310 3.107 1.802
28 C -0.602 -0.698 -2.734
29 C 0.138 -0.134 -1.525
30 C 1.357 -0.969 -1.180
31 N 2.071 -0.577 0.056
32 C 3.281 -1.421 0.105
33 C 4.245 -1.092 1.224
34 C 5.481 -1.984 1.200
35 H -1.478 -0.083 -2.956
36 H 0.043 -0.702 -3.620
37 H -0.943 -1.724 -2.555
38 H 0.473 0.887 -1.739
39 H -0.531 -0.070 -0.656
40 H 1.069 -2.034 -1.084
41 H 2.082 -0.896 -2.007
42 H 1.475 -0.871 0.834
43 H 2.967 -2.481 0.183
44 H 3.799 -1.303 -0.861
45 H 4.544 -0.041 1.135
46 H 3.727 -1.201 2.184
47 H 6.160 -1.684 2.004
48 H 5.215 -3.036 1.351
49 H 6.012 -1.887 0.247

Summary:
- net charge = +1
- HOMO (eV) = -12.809
- electronic energy (eV) = -30781.0860
- HOMO-LUMO gap (eV) = 7.2
- E_LUMO (eV) = -5.6